Entry 1:
{"formula": "C4H12", "method": "wB97M-V/def2-TZVPD", "total_energy_ha": -159.5501, "e_homo_ha": -0.4095, "relative_energy_kcal_mol": 21.9, "homo_lumo_gap_ev": 12.256, "species": ["H", "H", "H", "H", "C", "H", "C", "H", "H", "H", "H", "C", "H", "C", "H", "H"], "xyz": [[2.11761, 0.29136, 1.51455], [-0.77868, 0.63233, 0.30816], [1.38064, 0.21887, -1.37063], [3.04586, -1.08009, 0.56311], [2.23454, -0.37200, 0.62070], [1.39321, -1.01373, 0.82079], [2.18170, 0.42035, -0.67108], [-3.00529, -1.35764, -0.36391], [-1.96368, -0.48733, -1.37917], [-2.28818, 1.12219, 1.03394], [-3.43784, 0.30095, -0.86082], [-1.80416, 0.31065, 0.60338], [2.04653, 1.45891, -0.30127], [-2.64379, -0.34207, -0.50614], [3.13873, 0.49495, -1.19361], [-1.61721, -0.59770, 1.18198]], "lowdin_charge": [0.081, 0.058, 0.053, 0.056, -0.182, 0.041, -0.180, 0.057, 0.066, 0.034, 0.052, -0.152, 0.065, -0.173, 0.061, 0.064]}

Entry 2:
{"formula": "C2H3Cl2FO", "method": "wB97M-V/def2-TZVPD", "total_energy_ha": -1173.4471, "e_homo_ha": -0.3411, "relative_energy_kcal_mol": 25.9, "homo_lumo_gap_ev": 9.881, "species": ["C", "H", "H", "H", "O", "F", "Cl", "C", "Cl"], "xyz": [[0.29655, 0.58392, 0.43269], [2.67539, -0.71802, -0.81487], [-0.77132, 0.20923, 0.70188], [-3.80867, 0.67977, -0.55417], [2.49985, 0.05681, -0.28510], [0.50615, 1.94729, 0.31597], [-3.51250, -0.43933, 0.04354], [1.21373, -0.31265, 0.03493], [0.90080, -2.00702, 0.12512]], "lowdin_charge": [-0.149, 0.063, 0.094, -0.217, 0.013, -0.006, 0.265, -0.777, 0.713]}

Entry 3:
{"formula": "C6H14N2O2", "method": "wB97M-V/def2-TZVPD", "total_energy_ha": -496.9883, "e_homo_ha": -0.3484, "relative_energy_kcal_mol": 43.5, "homo_lumo_gap_ev": 9.966, "species": ["H", "O", "C", "C", "H", "H", "C", "C", "H", "H", "O", "N", "H", "H", "H", "H", "C", "H", "H", "H", "N", "H", "C", "H"], "xyz": [[1.53336, -0.07440, -2.32041], [-0.68640, -2.08809, -3.09641], [1.49702, -1.06554, -1.96071], [-2.26819, -1.26609, -1.43168], [0.13730, -0.91394, -0.29880], [-1.43887, 0.29665, 2.86145], [0.50264, 1.92521, 1.76692], [-0.56285, -0.25669, 2.45474], [2.43557, -1.19987, -1.29564], [-2.46296, -1.90491, -0.57252], [-0.42378, 2.67467, 2.06325], [0.42051, 0.51081, 1.71795], [-0.09742, -0.74875, 3.34507], [-2.25973, -0.24467, -0.97884], [1.30134, -0.05101, 1.58768], [2.46065, 1.85851, 0.74878], [-0.90963, -1.62904, -1.99791], [1.46848, -1.82160, -2.77511], [-2.97398, -1.26907, -2.26579], [2.62872, 2.51028, 2.32599], [0.19370, -1.20716, -1.25611], [1.91299, 3.42050, 1.01765], [1.90766, 2.47964, 1.51691], [-1.06341, -0.80090, 1.56328]], "lowdin_charge": [0.054, 0.039, -0.071, -0.006, 0.068, 0.088, -0.489, -0.102, 0.101, 0.074, 0.048, -0.055, 0.097, 0.090, 0.145, 0.084, -0.538, 0.084, 0.085, 0.077, -0.009, 0.063, -0.017, 0.089]}